(1)
Entry from OMol25: 11 unconnected molecules or ions with the total composition C56H96F2O27 in a non-equilibrium geometry (ωB97M-V with the def2-TZVPD basis set).

Calculated values
SMILES string ... C[C@H]1COC(=O)O1.C[C@H]1COC(=O)O1.C[C@H]1COC(=O)O1.C[C@H]1COC(=O)O1.C[C@H]1COC(=O)O1.COCCOCCOC.COCCOCCOC.COCCOCCOC.COCCOCCOC.Fc1ccccc1.Fc1ccccc1
Total charge ... 0
LUMO energy ... 0.262 eV
Multiplicity ... 1

Cartesian coordinates (Å):
C (1.3769, 0.1473, 6.0022)
C (0.8847, -0.4834, 4.6811)
C (-0.2738, -1.4633, 4.7509)
O (-1.4266, -0.5784, 4.6340)
C (-0.9581, 0.4845, 3.8861)
O (-1.6856, 1.3105, 3.4046)
O (0.3640, 0.5937, 3.8333)
H (0.5856, 0.3778, 6.6972)
H (2.0136, 1.0367, 5.8508)
H (1.9968, -0.6208, 6.4593)
H (1.7164, -0.8263, 4.1101)
H (-0.3212, -1.9409, 5.7391)
H (-0.4613, -2.2056, 3.9997)
C (-4.2851, -4.7916, 4.6950)
C (-3.2926, -5.3165, 5.7019)
C (-1.8568, -5.7253, 5.2214)
O (-0.9636, -4.9303, 5.9176)
C (-1.6308, -4.0470, 6.7266)
O (-1.1042, -3.2399, 7.4281)
O (-2.9583, -4.3037, 6.6836)
H (-3.8850, -3.9042, 4.1548)
H (-5.2148, -4.5084, 5.2957)
H (-4.5081, -5.6578, 4.0621)
H (-3.6793, -6.1629, 6.2057)
H (-1.6744, -5.6559, 4.1429)
H (-1.5508, -6.7392, 5.4797)
C (-0.8473, -2.1005, -3.4345)
C (-2.3547, -1.8704, -3.4338)
C (-2.9702, -1.5281, -4.8601)
O (-3.8261, -2.6518, -5.0932)
C (-3.9004, -3.4322, -3.9872)
O (-4.6428, -4.3861, -3.9098)
O (-3.1477, -3.0433, -2.9803)
H (-0.3290, -1.2283, -3.0104)
H (-0.3931, -2.1980, -4.4044)
H (-0.6559, -2.9801, -2.8899)
H (-2.5738, -1.1076, -2.7008)
H (-2.2050, -1.6518, -5.6205)
H (-3.5360, -0.6255, -5.1068)
C (1.0975, 3.7299, 2.3777)
C (1.3600, 4.7053, 1.2143)
C (2.6439, 4.3341, 0.4700)
O (2.1759, 3.4254, -0.4918)
C (0.8613, 3.6145, -0.7121)
O (0.1827, 3.0754, -1.5011)
O (0.4109, 4.5068, 0.2220)
H (1.3720, 2.7687, 1.9294)
H (0.0466, 3.7032, 2.6427)
H (1.7804, 3.9957, 3.1598)
H (1.4223, 5.7466, 1.4685)
H (3.3735, 3.8001, 1.0595)
H (3.1167, 5.1392, 0.0032)
C (-4.8855, 0.4466, 4.6029)
C (-4.3550, 0.2704, 6.0694)
C (-3.1518, 1.1731, 6.2992)
O (-3.5517, 2.0715, 7.2896)
C (-4.7648, 1.7712, 7.7832)
O (-5.2999, 2.4024, 8.6702)
O (-5.3850, 0.8660, 7.0166)
H (-4.2184, 0.1099, 3.8080)
H (-5.0085, 1.5205, 4.3969)
H (-5.8263, -0.0541, 4.4279)
H (-4.1295, -0.7547, 6.3073)
H (-2.7993, 1.6926, 5.3689)
H (-2.3052, 0.6613, 6.7077)
C (1.0436, -2.2108, -7.5875)
O (1.1607, -1.4932, -6.2707)
C (1.3440, -0.0580, -6.4304)
C (1.1353, 0.6135, -5.0651)
O (-0.2447, 0.9220, -4.9697)
C (-0.4644, 1.8453, -3.9187)
C (-1.8187, 2.4407, -4.0873)
O (-2.8470, 1.4949, -3.6715)
C (-4.0253, 2.0656, -3.1411)
H (2.0627, -2.2929, -7.9907)
H (0.3041, -1.7100, -8.2862)
H (0.8315, -3.2696, -7.4206)
H (0.5672, 0.3662, -7.0818)
H (2.2926, 0.1335, -6.7907)
H (1.7591, 1.5103, -4.8844)
H (1.5306, -0.1462, -4.3269)
H (0.2538, 2.6528, -4.0048)
H (-0.3062, 1.3978, -2.9146)
H (-1.8109, 2.7765, -5.1307)
H (-1.8800, 3.3291, -3.3560)
H (-4.6124, 1.2350, -2.7785)
H (-4.6410, 2.7601, -3.7969)
H (-3.8402, 2.6616, -2.1949)
C (6.1695, -6.6571, -1.3550)
O (6.0968, -5.2538, -1.3621)
C (5.8299, -4.6793, -2.5960)
C (5.8044, -3.1583, -2.4648)
O (4.8394, -2.6325, -1.5963)
C (3.5521, -2.4241, -2.1771)
C (2.6571, -1.7704, -1.0923)
O (2.8363, -0.3748, -0.8581)
C (4.0578, 0.2141, -0.4368)
H (6.6241, -6.8920, -0.4285)
H (6.8336, -7.0122, -2.2068)
H (5.2117, -7.0309, -1.4456)
H (4.8728, -4.9561, -3.0253)
H (6.5734, -5.0176, -3.3605)
H (5.6914, -2.6691, -3.4541)
H (6.7960, -2.8856, -2.0939)
H (3.1323, -3.3545, -2.3973)
H (3.6303, -1.9025, -3.1336)
H (2.9114, -2.3437, -0.1820)
H (1.6370, -1.9553, -1.3338)
H (3.8439, 0.9118, 0.3876)
H (4.5558, 0.7701, -1.2413)
H (4.7278, -0.5881, -0.1319)
C (4.7357, -0.0756, 4.3169)
O (3.8739, -1.1552, 3.9451)
C (4.2344, -1.8061, 2.7672)
C (3.6365, -3.2246, 2.8847)
O (3.6357, -3.9092, 1.7171)
C (3.2456, -5.2250, 1.8538)
C (3.0140, -5.7616, 0.4893)
O (1.8603, -5.1844, -0.0569)
C (1.4063, -5.9901, -1.1606)
H (5.7446, -0.5162, 4.4519)
H (4.2936, 0.2783, 5.1747)
H (4.8667, 0.7784, 3.5743)
H (5.3048, -1.8088, 2.6981)
H (3.7390, -1.3008, 1.9379)
H (2.6241, -3.1077, 3.3094)
H (4.1851, -3.7456, 3.6371)
H (2.2752, -5.3516, 2.3619)
H (4.0319, -5.8550, 2.3349)
H (2.7427, -6.8158, 0.6058)
H (3.8848, -5.6280, -0.2060)
H (0.4719, -5.4524, -1.4657)
H (1.1729, -6.9848, -0.7930)
H (2.1730, -5.9658, -1.9486)
C (1.2299, 3.5844, -7.0887)
O (1.4054, 4.0154, -5.7252)
C (0.6382, 5.0415, -5.3560)
C (1.1780, 5.5130, -4.0027)
O (0.3043, 6.5573, -3.5360)
C (-0.5285, 6.1484, -2.4701)
C (-1.8642, 6.8538, -2.4472)
O (-1.8120, 8.1760, -1.8698)
C (-3.1233, 8.7311, -1.7568)
H (0.1948, 3.5011, -7.2997)
H (1.8405, 2.7628, -7.4195)
H (1.5376, 4.4070, -7.8409)
H (-0.3895, 4.6758, -5.2194)
H (0.6508, 5.8856, -6.0783)
H (2.1788, 5.9038, -4.2353)
H (1.3264, 4.8005, -3.2464)
H (0.0102, 6.3388, -1.5287)
H (-0.7832, 5.1240, -2.6975)
H (-2.5817, 6.1228, -1.8741)
H (-2.2505, 6.8801, -3.4979)
H (-3.5084, 9.0084, -2.7617)
H (-3.1837, 9.5876, -1.1505)
H (-3.8407, 8.0311, -1.3078)
F (-5.3973, 1.8573, 1.9001)
C (-4.7415, 2.9953, 1.7030)
C (-5.4679, 4.1429, 1.5928)
C (-4.7636, 5.3208, 1.2242)
C (-3.3835, 5.3130, 1.0424)
C (-2.6889, 4.0909, 1.2205)
C (-3.3919, 2.9363, 1.4461)
H (-6.5050, 4.2238, 1.7868)
H (-5.2674, 6.2442, 1.1455)
H (-2.8549, 6.2510, 0.8642)
H (-1.6446, 3.9895, 1.0825)
H (-2.9793, 1.9158, 1.3944)
F (-2.6433, -3.3850, 1.5858)
C (-1.8649, -2.3142, 1.2434)
C (-2.4231, -1.1809, 0.7070)
C (-1.6639, -0.0928, 0.3720)
C (-0.3411, -0.0942, 0.6868)
C (0.2526, -1.2712, 1.1411)
C (-0.5153, -2.4022, 1.4597)
H (-3.4928, -1.2259, 0.5147)
H (-2.1990, 0.7966, -0.1037)
H (0.2790, 0.6507, 0.3106)
H (1.3080, -1.3697, 1.2464)
H (-0.0594, -3.3635, 1.5786)

=====

(2)
Entry from OMol25: a molecular structure, C2H2KLiNaO2 in a non-equilibrium geometry (ωB97M-V with the def2-TZVPD basis set).

Calculated values
Total charge ... 0
Expectation value of S² ... 0.75
LUMO energy (spin up / spin down) ... -0.586 / -0.600 eV
Multiplicity ... 2

Cartesian coordinates (Å):
O (-0.6125, -0.1410, -0.7396)
C (0.5293, -0.8024, -0.4750)
C (1.0061, -0.8429, 0.7946)
Na (-1.4782, 1.6098, -1.6489)
Li (-1.4125, -0.9214, 1.2830)
H (2.0315, -1.2424, 0.8385)
H (0.9313, -1.2558, -1.4034)
K (0.3976, 1.5772, 0.7791)
O (-1.3926, 2.0189, 0.5716)

=====

(3)
Entry from OMol25: 2 unconnected molecules or ions with the total composition C9H13BrN in a non-equilibrium geometry (ωB97M-V with the def2-TZVPD basis set).

Calculated values
ΔE to the lowest compared entry with this formula, charge and spin ... 47.45 kcal/mol
Total charge ... +1
LUMO energy ... -4.816 eV
Multiplicity ... 1

Cartesian coordinates (Å):
C (1.1900, -0.4841, 2.9534)
C (1.3696, 0.7671, 2.2915)
C (0.5198, -1.4759, 2.2812)
C (0.8140, 1.0472, 1.0399)
C (0.0258, -1.2364, 1.0346)
C (0.0798, 0.0313, 0.4292)
C (-0.6622, 1.6466, -1.3117)
C (-1.9035, -0.3877, -1.0449)
C (0.5874, -0.7218, -2.3319)
N (-0.6134, 0.2727, -0.8622)
Br (2.1239, -1.1774, -1.4434)
H (1.8603, -0.4576, 3.7697)
H (1.7725, 1.4989, 2.9609)
H (0.6488, -2.5498, 2.4726)
H (0.9951, 1.9919, 0.5604)
H (-0.3619, -2.2336, 0.5678)
H (-1.5425, 1.7811, -1.9036)
H (-0.9074, 2.3087, -0.5084)
H (0.2587, 2.0190, -1.7462)
H (-2.6721, 0.2479, -0.6830)
H (-2.1787, -0.2672, -2.1698)
H (-2.0107, -1.3729, -0.7550)
H (-0.1618, -1.4962, -2.6613)
H (0.7687, 0.2479, -2.9396)

=====

(4)
Entry from OMol25: a single C5H4N2 molecule in a non-equilibrium geometry (ωB97M-V with the def2-TZVPD basis set).

Calculated values
SMILES string ... C#Cc1c[nH]cn1
ΔE to the lowest compared entry with this formula, charge and spin ... 45.52 kcal/mol
Total charge ... 0
LUMO energy ... 0.771 eV
Multiplicity ... 1

Cartesian coordinates (Å):
C (-3.0027, -0.1106, 0.0239)
C (-1.7898, -0.0945, -0.0920)
C (-0.3450, 0.0137, -0.1260)
C (0.5384, 0.9797, -0.0069)
N (1.7545, 0.3713, 0.0516)
C (1.4916, -0.9640, -0.0116)
N (0.2132, -1.2300, -0.0807)
H (-4.1000, -0.2215, 0.3248)
H (0.3968, 2.0334, -0.2179)
H (2.5759, 0.8938, 0.0058)
H (2.2669, -1.6713, 0.1290)

=====

(5)
Entry from OMol25: a molecular structure, C3H4IN2P in a non-equilibrium geometry (ωB97M-V with the def2-TZVPD basis set).

Calculated values
ΔE to the lowest compared entry with this formula, charge and spin ... 90.76 kcal/mol
Total charge ... 0
LUMO energy (spin up / spin down) ... -1.783 / -1.778 eV
Multiplicity ... 1

Cartesian coordinates (Å):
C (0.2669, 0.7365, -0.2643)
C (2.1559, 2.4585, -0.6420)
C (-1.0931, 0.0855, -0.0233)
N (1.3612, -0.0816, -0.5522)
N (0.2781, 2.0020, -0.2500)
P (2.5024, 0.8479, -1.1674)
I (2.2084, 4.1242, -1.8615)
H (-1.6621, -0.3547, -0.7742)
H (-1.7539, 0.9236, 0.3094)
H (-0.8480, -0.5924, 0.7116)
H (3.8415, 0.2882, -0.7305)

=====

(6)
Entry from OMol25: 11 unconnected molecules or ions with the total composition C35H89N3O22 in a non-equilibrium geometry (ωB97M-V with the def2-TZVPD basis set).

Calculated values
SMILES string ... C[N+](=O)[O-].C[N+](=O)[O-].C[N+](=O)[O-].COCCOC.COCCOC.COCCOC.COCCOC.COCCOC.COCCOC.COCCOC.COCCOC
ΔE to the lowest compared entry with this formula, charge and spin ... 0.00 kcal/mol
Total charge ... 0
LUMO energy ... 0.195 eV
Multiplicity ... 1

Cartesian coordinates (Å):
C (3.1110, 2.4387, -5.6344)
N (2.6996, 3.6124, -4.8061)
O (1.5236, 3.8686, -4.7705)
O (3.5084, 4.1550, -4.0824)
H (4.1120, 2.5461, -6.0281)
H (2.3426, 2.4481, -6.3956)
H (3.0767, 1.5197, -5.0857)
C (-2.0120, 3.4994, 3.4329)
N (-2.1530, 3.3248, 4.9378)
O (-1.3955, 2.4752, 5.4429)
O (-3.0741, 3.9091, 5.4833)
H (-0.9223, 3.6577, 3.3065)
H (-2.4889, 4.3767, 3.0795)
H (-2.3233, 2.5709, 2.9447)
C (-0.0576, 1.2887, -3.2226)
N (0.2740, 0.4201, -4.3797)
O (-0.4630, 0.4791, -5.3653)
O (1.2614, -0.3278, -4.2946)
H (-0.9950, 1.7511, -3.4256)
H (0.7788, 1.9792, -3.1910)
H (0.1191, 0.7142, -2.3104)
C (3.2597, 2.6984, 3.2357)
O (2.0018, 2.2037, 3.4028)
C (1.8422, 0.8466, 3.0727)
C (0.4887, 0.2677, 3.5189)
O (0.6007, -0.0100, 4.8707)
C (-0.5668, -0.5123, 5.4648)
H (3.2349, 3.6650, 3.7725)
H (3.5173, 2.8104, 2.1737)
H (4.0669, 2.1565, 3.7084)
H (2.6589, 0.2889, 3.4945)
H (1.9965, 0.6537, 1.9811)
H (0.2501, -0.6659, 2.9793)
H (-0.3576, 0.9235, 3.3044)
H (-1.3665, 0.1848, 5.3572)
H (-0.2928, -0.7632, 6.4897)
H (-0.8794, -1.4775, 5.0547)
C (1.5979, -4.0530, -2.6793)
O (0.9110, -4.8074, -1.6678)
C (1.8594, -5.3334, -0.7617)
C (2.2981, -4.3849, 0.3454)
O (1.0907, -3.9603, 0.9559)
C (1.2972, -3.2386, 2.1831)
H (0.9307, -3.7090, -3.4514)
H (2.3408, -4.7363, -3.0914)
H (2.1273, -3.1762, -2.1958)
H (2.7134, -5.7823, -1.2203)
H (1.3705, -6.2170, -0.2907)
H (2.9345, -3.5099, 0.0776)
H (2.8479, -5.0184, 1.0983)
H (2.0254, -3.7787, 2.7933)
H (0.3344, -3.1834, 2.7083)
H (1.6954, -2.2305, 1.9761)
C (-0.4528, 5.3347, -2.4949)
O (-1.6003, 4.5712, -2.2972)
C (-2.3904, 4.6174, -3.4732)
C (-3.6370, 3.7805, -3.2017)
O (-3.3551, 2.4051, -2.9041)
C (-4.4530, 1.6402, -2.5280)
H (-0.6525, 6.3664, -2.7503)
H (0.1769, 4.8794, -3.2939)
H (0.1180, 5.2776, -1.5709)
H (-1.8508, 4.3364, -4.3735)
H (-2.7675, 5.6148, -3.7037)
H (-4.2873, 3.7486, -4.0688)
H (-4.1932, 4.2318, -2.3761)
H (-4.1096, 0.7078, -2.0972)
H (-5.0717, 1.3532, -3.3862)
H (-5.0723, 2.1261, -1.7809)
C (3.8333, 3.3085, -0.6986)
O (3.8446, 2.1275, -1.5238)
C (5.1575, 1.8290, -2.0511)
C (5.3150, 0.3508, -2.3306)
O (4.6755, -0.1052, -3.4848)
C (4.5248, -1.4898, -3.6298)
H (4.5802, 3.2445, 0.0872)
H (2.8512, 3.3818, -0.2025)
H (4.0218, 4.1875, -1.3175)
H (5.8474, 1.9816, -1.2153)
H (5.3988, 2.4667, -2.9105)
H (4.9686, -0.1681, -1.4290)
H (6.3920, 0.0973, -2.3541)
H (3.9816, -1.9133, -2.7959)
H (5.4053, -2.0932, -3.7103)
H (3.8992, -1.6244, -4.5238)
C (4.9086, -0.8185, 1.5242)
O (4.1063, -1.4249, 2.4687)
C (4.7504, -1.5797, 3.7662)
C (3.6790, -2.0763, 4.7414)
O (3.3984, -3.3967, 4.5174)
C (2.2681, -3.8719, 5.1863)
H (4.4081, -0.5981, 0.5480)
H (5.7711, -1.4372, 1.2632)
H (5.3037, 0.1472, 1.8639)
H (5.0826, -0.5594, 4.1068)
H (5.6040, -2.2453, 3.7318)
H (2.7269, -1.5059, 4.6093)
H (4.1241, -1.8732, 5.7537)
H (2.3865, -3.7891, 6.2474)
H (2.0585, -4.8987, 4.8490)
H (1.4368, -3.2286, 4.9133)
C (-3.0448, -1.2812, -3.5562)
O (-4.2843, -1.5000, -2.8355)
C (-4.1776, -2.3901, -1.7223)
C (-5.5528, -2.8229, -1.2273)
O (-6.2956, -1.7971, -0.6961)
C (-7.0295, -0.8607, -1.4597)
H (-3.2551, -0.5745, -4.3068)
H (-2.6380, -2.1538, -4.0945)
H (-2.1591, -0.8562, -3.0498)
H (-3.5583, -1.9428, -0.9272)
H (-3.6803, -3.3035, -2.0230)
H (-5.4401, -3.6282, -0.5067)
H (-6.0132, -3.2875, -2.1612)
H (-7.7517, -0.4615, -0.7872)
H (-7.5035, -1.3653, -2.3536)
H (-6.3625, -0.1230, -1.9268)
C (1.8875, -0.6491, -0.9243)
O (0.7090, -1.3311, -1.2775)
C (-0.2402, -1.4388, -0.2906)
C (-1.2303, -0.2539, -0.1884)
O (-0.6154, 0.8344, 0.4219)
C (-1.1589, 2.0564, 0.1602)
H (2.3168, -0.8816, 0.0101)
H (1.8367, 0.4284, -0.9145)
H (2.6667, -0.9304, -1.6747)
H (0.0640, -1.7345, 0.6959)
H (-0.8373, -2.2588, -0.6442)
H (-2.0526, -0.5974, 0.4830)
H (-1.5910, 0.0262, -1.1586)
H (-0.6605, 2.8588, 0.7603)
H (-2.1976, 2.1070, 0.4466)
H (-1.0985, 2.3707, -0.9206)
C (-2.5962, -3.0039, 2.4215)
O (-3.4832, -1.9922, 1.9435)
C (-4.2655, -1.3989, 2.9827)
C (-5.1836, -0.3617, 2.3554)
O (-4.4320, 0.7803, 1.9759)
C (-5.1148, 1.6368, 1.0862)
H (-1.6307, -2.6478, 2.9279)
H (-2.3954, -3.5011, 1.5050)
H (-3.1018, -3.6595, 3.1394)
H (-3.5412, -0.8722, 3.6875)
H (-4.7632, -2.1429, 3.6312)
H (-6.0296, -0.0314, 2.9701)
H (-5.5155, -0.9263, 1.4552)
H (-5.3849, 1.0246, 0.1794)
H (-4.4668, 2.5114, 0.8056)
H (-6.0110, 2.0525, 1.5866)

=====

(7)
Entry from OMol25: 2 unconnected molecules or ions with the total composition C6H14N2O2 in a non-equilibrium geometry (ωB97M-V with the def2-TZVPD basis set).

Calculated values
SMILES string ... CNC(C)=O.CNC(C)=O
ΔE to the lowest compared entry with this formula, charge and spin ... 26.68 kcal/mol
Total charge ... 0
LUMO energy ... 0.462 eV
Multiplicity ... 1

Cartesian coordinates (Å):
C (-0.5587, 0.0817, -2.8456)
N (-0.1320, -0.7337, -1.7209)
C (-0.9952, -1.6285, -1.1013)
C (-0.2261, -2.7221, -0.3652)
O (-2.1689, -1.6592, -1.3856)
H (0.2175, 0.1468, -3.5974)
H (-1.5034, -0.3031, -3.2381)
H (-0.8985, 1.0496, -2.4840)
H (0.8448, -0.7163, -1.4632)
H (0.4492, -2.3863, 0.4237)
H (-0.8368, -3.3572, 0.2849)
H (0.2143, -3.2734, -1.1917)
C (1.9852, 0.4180, 2.2609)
N (1.0647, 1.1506, 1.4050)
C (-0.1212, 1.6615, 1.8910)
C (-1.0241, 2.2133, 0.8197)
O (-0.4046, 1.6574, 3.0654)
H (1.6451, 0.5163, 3.2837)
H (1.9669, -0.6332, 1.9393)
H (3.0210, 0.7020, 2.0738)
H (1.1374, 1.0406, 0.3980)
H (-0.4874, 2.4091, -0.1068)
H (-1.5773, 1.3321, 0.4510)
H (-1.6120, 3.0337, 1.2037)

=====

(8)
Entry from OMol25: a single C8H12N4 molecule in a non-equilibrium geometry (ωB97M-V with the def2-TZVPD basis set).

Calculated values
ΔE to the lowest compared entry with this formula, charge and spin ... 137.17 kcal/mol
Total charge ... 0
LUMO energy (spin up / spin down) ... 0.441 / 0.442 eV
Multiplicity ... 1

Cartesian coordinates (Å):
C (-2.7329, 1.0368, 0.0003)
C (-1.5560, 1.7347, -0.1863)
C (0.8212, 1.2370, 0.1434)
C (1.0813, 0.0086, -0.4488)
C (-0.9713, -1.1287, 0.1974)
C (1.8275, 2.1069, 0.8014)
C (2.3520, -0.3177, -1.1199)
C (-1.9581, -2.0262, -0.3393)
N (-3.7355, 0.4556, -0.2232)
N (-0.3841, 1.6787, 0.1608)
N (0.1483, -0.9632, -0.6016)
N (-0.7990, -0.8462, 1.5262)
H (1.9082, 1.7228, 1.8121)
H (1.4905, 3.1989, 1.0596)
H (2.7418, 2.2787, 0.2450)
H (2.2440, -1.4132, -1.4290)
H (3.1504, -0.3200, -0.3264)
H (2.5305, 0.3026, -2.0833)
H (-1.5024, -2.4610, -1.1989)
H (-2.8469, -1.5010, -0.5325)
H (-2.3997, -2.7189, 0.3312)
H (0.1182, -1.2073, -1.5796)
H (0.0171, -0.2231, 1.6446)
H (-1.5449, -0.6350, 2.1468)